[1]
Formula: C3H2S
Source: OMol25
Level of theory: the ωB97M-V functional and the def2-TZVPD basis

Each atom is followed by the atoms it is bonded to, with distances in Å.
Atoms and positions in Å:
1 S -2.22442 0.06726 0.01551  C4 1.568
2 C 0.98791 0.72700 0.01797  C3 1.368, H5 1.190
3 C 0.59065 -0.58159 0.02082  C2 1.368, C4 1.338, H6 1.070
4 C -0.73075 -0.39893 -0.08484  S1 1.568, C3 1.338
5 H 0.41781 1.77205 0.01494  C2 1.190
6 H 0.95878 -1.58579 0.01560  C3 1.070

relative energy (zero: lowest compared OMol25 entry of this formula, charge and spin) = 222.1 kJ/mol
HOMO energy (spin up / spin down) = -0.288 / -0.288 Eh
LUMO level (spin up / spin down) = -0.6 / -0.6 eV

Results of the Löwdin charge analysis, in e, for atoms 1 through 4: atom 1 (S): 0.730, atom 2 (C): 0.090, atom 3 (C): -0.330, atom 4 (C): -0.673



[2]
Formula: C5H37O15
Source: OMol25
Level of theory: the ωB97M-V functional and the def2-TZVPD basis

Each atom is followed by the atoms it is bonded to, with distances in Å.
Atoms and positions in Å:
1 O 1.89980 -1.78968 2.07138  H21 0.946, H51 0.953
2 O -3.88668 -1.37318 -1.83024  H33 0.983, H48 0.993
3 O 1.60321 -4.36571 0.98456  H24 0.956, H40 0.960
4 O -0.52448 3.19685 2.06281  H29 0.963, H52 0.963
5 O -0.08622 -0.76736 0.47000  C18 1.381
6 O -3.87710 1.91417 1.15567  H26 0.989, H41 0.981
7 O 1.81305 1.91104 2.62607  H36 0.960, H57 0.971
8 O -1.72858 2.08634 -1.10144  H22 0.936, H43 0.945
9 O -2.51908 -0.39602 0.11890  H34 0.950, H44 1.052
10 O 4.15744 -1.47807 0.75613  H23 1.011, H46 0.942
11 O 2.14395 4.42193 0.48146  H37 0.952, H53 0.930
12 O -2.58975 -0.83681 2.67890  H31 0.987, H47 0.983
13 O 0.02281 -0.02328 2.96065  H28 1.006, H50 1.009
14 O -1.38859 -2.70533 -2.44661  H30 0.991, H32 1.001
15 O -0.78081 -3.37267 0.08288  H42 1.017, H56 0.998
16 C 0.95985 1.91839 -3.74929  C20 1.340, H27 1.051, H55 1.158
17 C 0.71807 0.09602 -1.67257  C18 1.638, C19 1.497, H38 1.053, H39 1.094
18 C 0.87562 0.08029 -0.04227  O5 1.381, C17 1.638, H35 1.235, H54 1.069
19 C 2.01213 0.30287 -2.39630  C17 1.497, C20 1.503, H45 1.151, H49 1.149
20 C 2.04722 1.67669 -3.00531  C16 1.340, C19 1.503, H25 1.072
21 H 2.00719 -1.25493 2.84411  O1 0.946
22 H -2.37631 2.48977 -0.55899  O8 0.936
23 H 3.22018 -1.85729 0.77862  O10 1.011
24 H 2.08698 -3.70747 1.48173  O3 0.956
25 H 2.89924 2.29368 -2.79952  C20 1.072
26 H -3.96934 2.29983 0.24962  O6 0.989
27 H 0.65954 2.74810 -4.31940  C16 1.051
28 H -0.63256 0.49569 3.52009  O13 1.006
29 H -0.28595 3.40475 1.15306  O4 0.963
30 H -1.33391 -3.11403 -1.54562  O14 0.991
31 H -2.75954 -0.79432 1.70709  O12 0.987
32 H -0.59320 -2.09788 -2.47338  O14 1.001
33 H -3.39605 -2.20032 -2.03365  O2 0.983
34 H -2.87433 -0.64195 -0.72740  O9 0.950
35 H 2.04825 -0.27259 0.11574  C18 1.235
36 H 2.15887 1.08787 2.97882  O7 0.960
37 H 1.85986 3.71163 1.04778  O11 0.952
38 H -0.01778 0.83720 -1.80805  C17 1.053
39 H 0.21838 -0.87257 -1.76802  C17 1.094
40 H 0.84284 -3.86958 0.67245  O3 0.960
41 H -3.57517 0.98569 1.05629  O6 0.981
42 H -0.50418 -2.41825 -0.13568  O15 1.017
43 H -1.63856 1.15449 -0.97612  O8 0.945
44 H -1.48848 -0.60715 0.15082  O9 1.052
45 H 3.01192 0.23045 -1.83092  C19 1.151
46 H 4.60460 -1.93697 1.44660  O10 0.942
47 H -1.76306 -1.36364 2.60730  O12 0.983
48 H -3.73745 -0.89562 -2.68745  O2 0.993
49 H 2.11722 -0.37660 -3.31630  C19 1.149
50 H -0.27257 -0.05841 1.99629  O13 1.009
51 H 1.12354 -1.60236 1.55166  O1 0.953
52 H -1.42246 2.85205 2.09858  O4 0.963
53 H 2.46598 4.07238 -0.31775  O11 0.930
54 H 0.65467 1.04219 0.36938  C18 1.069
55 H 0.26388 1.06989 -4.11865  C16 1.158
56 H -1.36258 -2.94489 0.77159  O15 0.998
57 H 0.88849 1.61465 2.61396  O7 0.971

HOMO energy (spin up / spin down) = -0.401 / -0.397 Eh
spin multiplicity = 2
LUMO level (spin up / spin down) = -0.3 / -5.5 eV

Results of the Löwdin charge analysis, in e, for atoms 1 through 4: atom 1 (O): -0.044, atom 2 (O): -0.057, atom 3 (O): -0.056, atom 4 (O): -0.035